[1]
{
  "formula": "C33H58AlF9NO8S2",
  "method": "ωB97M-V/def2-TZVPD",
  "e_homo_ev": -4.6859,
  "homo_lumo_gap_ev": 6.46,
  "charge": -1,
  "total_energy_ha": -3886.143396,
  "symbols": ["C", "O", "C", "C", "C", "C", "C", "C", "C", "C", "C", "C", "C", "C", "Al", "C", "C", "C", "S", "C", "S", "N", "C", "C", "O", "C", "C", "H", "H", "H", "H", "H", "H", "H", "H", "H", "H", "H", "H", "H", "H", "H", "H", "H", "H", "H", "H", "H", "H", "H", "H", "H", "H", "H", "H", "H", "H", "H", "H", "H", "H", "H", "H", "H", "H", "H", "H", "H", "H", "H", "C", "C", "O", "C", "O", "C", "F", "F", "F", "H", "H", "H", "H", "H", "C", "C", "O", "C", "O", "C", "F", "F", "F", "H", "H", "H", "H", "H", "C", "C", "O", "C", "O", "C", "F", "F", "F", "H", "H", "H", "H", "H"],
  "xyz": [[-2.40863, 0.79224, -2.33685], [-1.97146, 2.19502, -2.24957], [-1.31996, 2.48029, -0.94729], [-0.25209, 1.31371, -0.47013], [0.69793, 1.82696, 0.80592], [1.64133, 0.62559, 1.40758], [3.26070, 0.82901, 1.10692], [3.38306, 1.25949, -0.47236], [4.87929, 1.09787, -1.12210], [5.44166, -0.44275, -1.19682], [4.22634, -1.58177, -1.34815], [3.33598, -1.37956, -2.71004], [1.82774, -2.02105, -2.65706], [1.56001, -3.06747, -1.42302], [-0.42028, -3.74391, -1.43752], [-0.88395, -4.02935, 0.58318], [0.51554, -4.49082, 1.30115], [0.34903, -5.16325, 2.78658], [-1.33172, -4.94102, 3.58048], [-1.82138, -3.13793, 3.72966], [-3.28754, -2.68835, 2.91893], [-1.09010, -2.06550, 4.50594], [-1.68958, -0.68918, 4.32424], [-0.74571, 0.41986, 5.14693], [0.21224, -0.20707, 6.07072], [1.18546, -0.93952, 5.21563], [0.40652, -2.09403, 4.28913], [-1.57183, 0.05858, -2.76358], [-3.33118, 0.66321, -3.06535], [-2.75936, 0.38745, -1.27024], [-0.69110, 3.46862, -1.10624], [-2.14642, 2.71781, -0.15316], [-0.83413, 0.36221, -0.05483], [0.39070, 1.01324, -1.41261], [1.25957, 2.82696, 0.56853], [-0.08502, 2.09122, 1.66742], [1.51576, 0.66087, 2.58648], [1.24070, -0.44209, 1.07972], [3.62986, 1.64252, 1.87049], [3.84201, -0.17381, 1.38012], [3.12675, 2.42437, -0.51709], [2.52588, 0.72512, -1.06809], [5.62481, 1.68883, -0.40923], [4.98796, 1.62526, -2.18190], [6.31008, -0.60478, -1.97238], [5.92207, -0.66897, -0.12765], [3.62383, -1.52518, -0.34553], [4.79567, -2.62400, -1.46005], [3.19485, -0.21747, -2.94042], [3.92943, -1.81769, -3.61913], [1.68224, -2.62709, -3.67250], [0.95677, -1.22771, -2.63924], [1.65582, -2.46158, -0.40993], [2.22902, -4.02767, -1.46822], [-1.27218, -2.48206, -1.96509], [-0.62327, -5.04862, -2.30945], [-1.16518, -2.95347, 0.97551], [-1.74222, -4.81926, 0.67818], [1.33062, -3.65168, 1.38795], [0.98860, -5.32935, 0.59547], [1.26087, -4.80835, 3.43195], [0.49664, -6.33922, 2.64195], [-1.67931, -0.30412, 3.19529], [-2.76965, -0.57466, 4.81990], [-0.23626, 1.13244, 4.33721], [-1.45572, 1.13486, 5.77833], [1.90704, -1.50311, 5.98177], [1.87787, -0.24173, 4.58077], [0.62178, -1.98181, 3.14376], [0.78454, -3.13164, 4.74105], [10.02071, 5.03430, 1.16037], [9.94448, 3.78604, 2.02107], [9.28001, 2.72231, 1.32112], [10.02946, 2.06086, 0.38446], [11.20116, 2.32478, 0.13049], [9.22074, 0.93077, -0.25463], [7.97548, 1.32941, -0.64151], [9.03558, -0.11654, 0.60012], [9.81409, 0.41287, -1.36705], [9.02240, 5.32481, 0.81771], [10.46050, 5.86327, 1.72000], [10.62536, 4.86315, 0.26506], [9.35025, 3.99642, 2.91644], [10.93660, 3.46404, 2.36066], [-4.39627, 2.22843, -5.21265], [-5.52919, 1.99788, -4.22873], [-6.48491, 3.06834, -4.28966], [-7.35945, 3.03210, -5.34341], [-7.36452, 2.15516, -6.20247], [-8.34521, 4.19919, -5.26769], [-7.72990, 5.39205, -5.02739], [-9.26014, 4.03597, -4.26869], [-9.06151, 4.36810, -6.41493], [-3.93392, 3.20598, -5.04219], [-3.63422, 1.45175, -5.11338], [-4.75947, 2.22560, -6.24442], [-5.12989, 1.98676, -3.20918], [-6.02121, 1.03133, -4.39303], [-10.08305, -0.78799, 1.16835], [-9.19747, -2.00172, 0.95071], [-8.00471, -1.64257, 0.23563], [-7.02583, -1.02935, 0.97202], [-7.11852, -0.78703, 2.17191], [-5.79958, -0.73901, 0.10509], [-6.12298, -0.15560, -1.08416], [-5.10789, -1.87370, -0.20441], [-4.90719, 0.09787, 0.70596], [-10.30418, -0.29916, 0.21411], [-11.02204, -1.07566, 1.64726], [-9.58837, -0.04318, 1.79844], [-9.72847, -2.73450, 0.33417], [-8.94606, -2.49751, 1.89638]],
  "forces_ev_per_a": [[-0.44, -1.47, 0.20], [0.30, -1.40, 1.38], [0.95, 0.26, 0.07], [-0.15, 0.14, 0.57], [-1.53, -0.27, 0.24], [0.27, 0.12, 0.98], [-1.00, -0.47, 0.00], [0.28, 1.00, 0.23], [0.75, 0.21, 0.18], [-0.46, -0.64, 1.24], [1.36, 0.37, -0.69], [-0.29, 1.02, 0.03], [-0.09, -1.42, -0.24], [0.03, 0.79, -0.31], [0.62, 0.72, 1.04], [1.01, 0.55, 0.29], [-0.39, -0.90, -0.52], [1.96, -0.41, -0.87], [0.70, 1.37, 0.26], [-0.77, 2.33, -0.50], [2.38, -1.15, 1.85], [-0.89, -1.15, -2.36], [0.32, 1.79, 0.72], [-0.92, 0.69, -0.29], [0.36, 0.09, -3.12], [0.27, -1.13, 0.89], [0.77, -0.45, 0.89], [-1.63, 1.66, 1.13], [1.91, 0.68, 1.50], [0.77, 0.83, -2.32], [-1.37, -1.93, 0.18], [1.49, -0.69, -1.25], [1.31, 1.95, -1.13], [-1.28, 0.54, 1.97], [-0.87, -2.05, 0.37], [1.62, -0.44, -1.80], [0.23, -0.15, -2.36], [0.90, 2.28, 0.36], [-0.50, -1.35, -1.76], [-1.26, 2.12, -0.76], [0.54, -2.49, 0.02], [1.93, 0.82, 1.08], [-1.63, -1.12, -1.48], [-0.59, -1.14, 2.19], [-1.86, 0.52, 1.32], [-0.88, 0.43, -2.26], [0.96, -0.37, -2.23], [-1.47, 2.12, 0.60], [0.56, -2.36, 0.50], [-1.03, 0.75, 1.75], [0.19, 1.31, 2.05], [1.91, -1.30, 0.03], [0.18, -1.35, -1.88], [-0.69, 2.02, 0.25], [-0.29, 0.23, -0.21], [-0.03, -0.47, -0.26], [0.19, -2.31, -0.51], [1.61, 1.60, 0.32], [-1.80, -1.40, -0.30], [-0.77, 1.69, 1.62], [-1.93, -0.72, -0.85], [-0.80, 2.45, 0.67], [-0.35, -1.17, 2.24], [2.42, -0.78, -1.50], [-0.61, -1.59, 1.76], [1.59, -1.72, -1.17], [-1.70, 1.25, -1.67], [-1.61, -1.03, 1.03], [-0.06, -0.24, 2.12], [-0.88, 2.21, -1.45], [-0.02, -0.04, -0.39], [0.35, 0.62, 0.29], [0.58, -1.28, -1.24], [2.01, 1.98, 1.16], [-2.71, -0.96, 0.27], [-1.52, -1.92, -1.34], [1.37, 0.10, 0.52], [0.45, 1.14, -0.35], [-0.16, 0.88, 1.23], [0.09, -0.01, 0.19], [-0.06, -0.10, 0.00], [0.02, 0.00, 0.20], [-0.10, -0.33, -0.28], [-0.19, -0.07, -0.27], [-0.09, 0.25, -0.34], [0.75, -0.67, 0.01], [-1.78, 0.53, -1.27], [1.89, -2.66, -0.22], [-0.47, 2.30, 1.71], [-1.51, 1.92, -0.04], [-0.16, -1.17, -0.20], [0.91, -0.26, -0.70], [0.93, -0.57, 0.95], [0.02, -0.20, 0.16], [-0.10, 0.12, 0.04], [-0.01, -0.14, 0.14], [-0.31, 0.29, -0.14], [-0.06, 0.31, -0.10], [0.17, 0.35, 0.00], [-0.58, -0.10, 0.38], [1.52, 0.66, 0.49], [-2.02, -0.53, 2.25], [0.60, -0.36, -2.88], [2.46, 0.32, -1.32], [-0.23, -0.39, 0.97], [-1.07, 0.88, 0.57], [-1.29, -0.81, -0.19], [-0.06, -0.18, 0.07], [0.09, -0.03, -0.07], [-0.06, -0.20, 0.01], [0.39, 0.16, -0.11], [0.14, 0.25, -0.19]],
  "mulliken_charge": [-0.10, -0.32, -0.44, 0.30, -0.93, 1.17, -0.91, 0.71, -0.58, -0.58, 0.08, -0.73, -0.13, 0.19, 0.08, -0.08, -0.40, -0.53, -0.08, -0.01, -0.13, -0.07, -0.35, -0.24, -0.46, -0.44, 0.15, 0.14, 0.01, 0.01, 0.26, 0.20, 0.06, -0.04, 0.30, 0.26, -0.45, -0.30, 0.40, 0.23, 0.27, -0.77, 0.18, 0.25, 0.33, 0.15, -0.30, 0.48, 0.13, 0.41, 0.31, -0.34, -0.59, 0.31, -0.12, -0.47, -0.21, 0.34, -0.09, 0.36, 0.24, 0.31, 0.18, 0.34, 0.08, 0.32, 0.31, 0.19, -0.05, 0.13, -1.11, -0.20, -0.28, 0.27, -0.53, 0.93, -0.20, -0.26, -0.25, 0.30, 0.38, 0.32, 0.32, 0.31, -1.17, -0.04, -0.38, 0.35, -0.52, 0.84, -0.24, -0.24, -0.24, 0.31, 0.36, 0.40, 0.33, 0.32, -1.11, -0.19, -0.31, 0.02, -0.52, 1.19, -0.26, -0.22, -0.22, 0.29, 0.37, 0.31, 0.32, 0.32]
}

***

[2]
{
  "formula": "C42H34N3O3PRuS",
  "method": "ωB97M-V/def2-TZVPD",
  "e_homo_ev": [-11.8256, -11.8189],
  "homo_lumo_gap_ev": [5.68, 3.96],
  "multiplicity": 5,
  "charge": 2,
  "total_energy_ha": -2844.690627,
  "symbols": ["Ru", "O", "C", "O", "C", "C", "C", "N", "C", "C", "C", "C", "C", "C", "C", "N", "C", "C", "C", "C", "C", "N", "H", "H", "H", "H", "H", "H", "H", "H", "H", "H", "C", "C", "C", "C", "C", "C", "P", "C", "C", "C", "C", "C", "C", "C", "C", "C", "C", "C", "C", "H", "H", "H", "H", "H", "H", "H", "H", "H", "H", "H", "H", "H", "H", "C", "C", "C", "C", "C", "C", "C", "S", "C", "O", "H", "H", "H", "H", "H", "H", "H", "H", "H", "H"],
  "xyz": [[-0.53533, 0.34123, -0.94507], [2.53058, 4.09544, -5.96265], [2.13305, 2.93210, -6.14506], [2.34249, 2.09611, -7.04086], [1.38532, 2.36227, -4.95927], [1.03197, 1.01236, -4.92014], [0.42031, 0.50928, -3.80080], [0.11941, 1.29055, -2.74380], [0.37949, 2.60881, -2.79686], [1.03006, 3.16265, -3.87321], [-0.09228, 3.36166, -1.60930], [0.00515, 4.74411, -1.52238], [-0.46185, 5.38258, -0.39000], [-1.00102, 4.62430, 0.64167], [-1.05961, 3.25658, 0.48520], [-0.63384, 2.62841, -0.61977], [-0.01801, -0.89601, -3.64469], [0.41767, -1.91153, -4.48261], [-0.07385, -3.19144, -4.30514], [-0.99610, -3.43161, -3.29456], [-1.36335, -2.37924, -2.48486], [-0.88431, -1.13405, -2.63712], [1.25994, 0.42852, -5.80339], [1.31543, 4.20480, -3.94152], [0.43776, 5.30708, -2.33608], [-0.39719, 6.45924, -0.30856], [-1.36345, 5.08240, 1.55072], [-1.42772, 2.62935, 1.28403], [1.12892, -1.69047, -5.26584], [0.25118, -3.99271, -4.95534], [-1.42876, -4.40934, -3.14054], [-2.08374, -2.53035, -1.69135], [1.16631, 0.65684, 4.54580], [1.20335, -0.71091, 4.30783], [1.21831, -1.19044, 3.00638], [1.21309, -0.29708, 1.93418], [1.18671, 1.07775, 2.17995], [1.16010, 1.55141, 3.48343], [1.27057, -0.85483, 0.21321], [2.96213, -0.90250, -0.33925], [3.98285, -1.33445, 0.51050], [5.28409, -1.35951, 0.03825], [5.56453, -0.95218, -1.26298], [4.55117, -0.51476, -2.10325], [3.24346, -0.48901, -1.64135], [0.58769, -2.53069, 0.24364], [1.34079, -3.58029, -0.28911], [0.84959, -4.87675, -0.34325], [-0.42018, -5.15391, 0.13641], [-1.20268, -4.12850, 0.65116], [-0.69529, -2.84682, 0.68438], [1.15847, 1.02742, 5.56213], [1.23209, -1.40519, 5.13741], [1.26045, -2.25841, 2.82754], [1.22110, 1.78465, 1.35706], [1.15524, 2.61716, 3.66967], [3.77119, -1.63698, 1.52883], [6.08500, -1.68791, 0.68622], [6.58608, -0.96589, -1.61826], [4.77675, -0.18454, -3.10830], [2.45108, -0.12941, -2.28725], [2.33823, -3.37175, -0.65442], [1.46596, -5.66646, -0.75001], [-0.80729, -6.16355, 0.11908], [-2.19461, -4.31964, 1.03760], [-4.20659, 1.68962, 6.04898], [-3.65815, 1.13263, 4.76916], [-2.80614, 0.03436, 4.76763], [-2.28307, -0.48930, 3.59253], [-2.65029, 0.11287, 2.40080], [-3.50182, 1.21885, 2.35587], [-4.00051, 1.71355, 3.54279], [-2.00831, -0.46425, 0.85491], [-3.50802, -0.74632, -0.08851], [-1.61508, -1.94469, 1.31230], [-3.97756, 1.04658, 6.89544], [-5.28818, 1.80942, 5.98822], [-3.78227, 2.67594, 6.24464], [-2.54674, -0.43688, 5.70713], [-1.62948, -1.34521, 3.61887], [-3.80327, 1.67500, 1.42115], [-4.68062, 2.55569, 3.52046], [-3.92614, -1.68234, 0.28192], [-3.27748, -0.79310, -1.15215], [-4.18493, 0.08162, 0.11376]],
  "forces_ev_per_a": [[0.29, 0.70, -0.36], [-0.40, -0.13, -0.02], [1.36, 0.19, -0.56], [-0.34, 0.14, 0.09], [-0.85, -0.34, 0.82], [0.18, 0.05, -0.25], [-0.18, -0.03, 0.31], [0.06, 0.01, -0.60], [-0.12, -0.20, 0.28], [0.21, 0.19, -0.25], [0.06, 0.03, -0.10], [-0.01, -0.06, -0.03], [-0.01, 0.04, 0.05], [0.02, 0.02, -0.02], [0.07, 0.02, -0.07], [0.05, 0.06, 0.18], [-0.03, 0.04, -0.08], [-0.03, 0.05, -0.05], [0.00, -0.07, -0.01], [-0.01, 0.04, -0.03], [-0.02, 0.09, -0.09], [0.05, -0.28, 0.10], [0.02, 0.01, -0.01], [-0.03, 0.03, -0.01], [0.00, 0.01, 0.00], [-0.01, 0.00, 0.00], [0.00, 0.00, 0.00], [-0.11, -0.08, 0.05], [-0.01, -0.02, 0.00], [0.00, 0.00, 0.00], [0.01, -0.01, 0.00], [0.05, -0.03, 0.00], [0.00, 0.01, -0.01], [-0.01, -0.01, 0.00], [0.07, 0.01, -0.01], [0.02, -0.09, 0.08], [0.02, 0.03, 0.03], [0.00, -0.02, -0.02], [-0.27, 0.11, 0.62], [0.02, 0.00, -0.13], [0.06, 0.02, -0.07], [-0.01, 0.01, -0.01], [0.02, -0.01, 0.03], [-0.05, -0.01, 0.01], [0.09, 0.00, 0.00], [0.11, -0.06, -0.06], [-0.01, -0.07, -0.01], [0.01, 0.07, 0.00], [-0.03, 0.01, 0.03], [0.07, -0.12, -0.10], [-0.33, 0.08, 0.02], [0.01, 0.00, 0.01], [0.00, 0.00, 0.00], [-0.02, -0.02, 0.00], [-0.01, -0.03, -0.02], [0.00, 0.00, 0.00], [-0.03, 0.00, 0.00], [0.01, 0.00, 0.00], [0.00, 0.00, 0.00], [0.01, 0.00, 0.00], [0.01, -0.01, 0.01], [0.00, 0.01, -0.01], [0.00, -0.01, 0.01], [-0.01, 0.00, -0.01], [-0.01, 0.00, 0.01], [0.01, -0.01, -0.02], [-0.05, 0.06, 0.01], [0.09, -0.10, 0.01], [-0.06, 0.16, 0.05], [-0.05, 0.12, -0.06], [0.00, -0.08, 0.06], [0.01, 0.01, 0.01], [-0.29, -0.60, -0.05], [-0.07, 0.04, 0.02], [0.34, 0.00, 0.30], [0.00, 0.00, 0.00], [0.00, 0.00, -0.01], [0.00, 0.00, 0.00], [0.01, 0.00, 0.00], [0.05, -0.04, -0.02], [0.07, 0.07, 0.00], [0.01, 0.00, 0.00], [-0.07, 0.03, 0.00], [0.03, 0.00, 0.03], [-0.01, -0.05, -0.05]],
  "lowdin_spin": [3.16, 0.00, 0.00, 0.00, 0.02, 0.00, 0.02, 0.11, 0.02, 0.01, 0.01, 0.00, 0.01, 0.00, 0.01, 0.09, 0.02, 0.00, 0.01, 0.00, 0.02, 0.08, 0.00, 0.00, 0.00, 0.00, 0.00, 0.00, 0.00, 0.00, 0.00, 0.00, 0.00, 0.00, 0.01, 0.02, 0.01, 0.00, 0.12, 0.02, 0.01, 0.00, 0.00, 0.00, 0.00, 0.02, 0.01, 0.00, 0.01, 0.00, 0.01, 0.00, 0.00, 0.00, 0.00, 0.00, 0.00, 0.00, 0.00, 0.00, 0.00, 0.00, 0.00, 0.00, 0.00, 0.00, 0.01, 0.00, 0.01, 0.02, 0.01, 0.00, 0.07, 0.02, -0.01, 0.00, 0.00, 0.00, 0.00, 0.00, 0.00, 0.00, 0.00, 0.00, 0.00]
}

***

[3]
{
  "formula": "C3H8N2S3",
  "method": "ωB97M-V/def2-TZVPD",
  "e_homo_ev": -7.8885,
  "homo_lumo_gap_ev": 6.88,
  "total_energy_ha": -1423.052579,
  "symbols": ["C", "C", "C", "N", "N", "S", "S", "S", "H", "H", "H", "H", "H", "H", "H", "H"],
  "xyz": [[-0.10801, 1.02071, 0.10807], [-1.13098, 0.71928, -1.02838], [-0.29292, 0.02740, 1.22804], [-2.02485, -0.26967, -0.51194], [2.84720, -0.62398, 0.33285], [4.30274, -0.25822, 0.10437], [0.04553, -2.59422, -0.36991], [-1.27211, -1.41817, 0.49747], [0.88746, 1.00825, -0.39119], [-0.08440, 2.00048, 0.52184], [-1.86921, 1.55699, -1.33459], [-0.46579, 0.43961, -1.89666], [0.68288, -0.25029, 1.69695], [-0.89678, 0.62147, 2.00541], [2.28228, -1.42118, 0.09463], [-2.90306, -0.55843, -1.05696]],
  "forces_ev_per_a": [[1.10, -0.15, -1.81], [-0.32, 1.89, -1.02], [-0.30, 0.73, 1.31], [-1.50, -1.71, -0.21], [-1.24, 1.89, 1.38], [0.68, -0.67, -0.53], [0.00, 0.23, -0.13], [0.12, 1.26, 0.48], [-0.47, -0.64, 0.62], [-0.76, 0.96, 0.26], [1.73, -0.82, 0.37], [-1.24, -0.09, 0.46], [-0.98, -0.31, -0.56], [0.39, -1.66, -0.88], [0.57, -1.26, -0.86], [2.22, 0.36, 1.12]],
  "mulliken_charge": [-0.45, -0.43, -0.54, -0.30, -0.17, -0.06, -0.38, 0.13, 0.12, 0.37, 0.31, 0.21, 0.37, 0.37, 0.16, 0.28]
}